No. 1
Entry from the Open Molecules 2025 dataset: a cluster of 2 separate species, H3OS2 in total (wB97M-V/def2-TZVPD).

Each line ends with the natural charge from an NBO analysis.
Positions of all 6 atoms, in Å:
H (0.2943, 0.8976, 0.7619)  0.5000
S (-1.0846, -1.0685, -0.2484)  -1.0930
S (0.8236, -1.0615, -1.2997)  -0.9670
H (-0.7337, 1.7362, 1.3322)  0.4586
O (0.2342, 1.7029, 1.3094)  -1.0042
H (0.4662, -2.2067, -1.8554)  0.1057

Forces on the atoms, in the same order (eV/Å):
H 0.2 -0.2 0.1
S 0.5 0.5 0.0
S -0.8 0.0 0.3
H 0.2 0.1 0.1
O -0.5 -0.1 -0.1
H 0.4 -0.3 -0.4

## Properties
Relative energy (zero: lowest compared OMol25 entry of this formula, charge and spin) = 0.264 eV
Total charge = -2
Expectation value of S² = 0.7528
F_max = 0.8 eV/Å
Spin multiplicity = 2
LUMO level (spin up / spin down) = 5.8 / 6.0 eV
Highest occupied orbital energy (spin up / spin down) = 3.5 / 0.4 eV

=====

No. 2
Entry from the Open Molecules 2025 dataset: a cluster of 9 separate species, C6H31N2O8 in total at a distorted geometry (wB97M-V/def2-TZVPD).

Each line ends with the natural charge from an NBO analysis.
Positions of all 47 atoms, in Å:
C (2.0589, -1.6543, -1.7795)  -0.6257
H (3.3695, 0.5936, 0.8985)  0.2026
N (0.3160, 1.8887, 1.1760)  -0.6760
H (1.2290, -0.6941, 3.1767)  0.4874
O (-0.9367, -1.7084, -3.8658)  -0.9560
O (-1.9909, -0.0982, -1.7383)  -1.0120
C (0.9356, -0.2209, -0.0045)  -0.5351
H (0.6313, 1.3666, -1.9645)  0.4678
H (2.3075, 4.0582, 2.8361)  0.4962
H (0.0619, 3.8607, -1.8371)  0.5005
H (2.4905, -2.1737, -0.9308)  0.2355
C (2.5394, 1.0439, 1.4248)  -0.5540
H (2.6380, 0.3567, -1.1489)  0.2250
H (-0.0272, -0.0269, -2.4135)  0.4764
H (0.6700, 2.6165, 1.8106)  0.4375
H (-1.8272, -1.6127, -4.2150)  0.4778
O (-1.2635, -3.3419, 1.9775)  -0.9729
H (2.6484, 1.4762, 2.4036)  0.2207
H (-1.0632, -1.9659, -2.9478)  0.4829
H (-4.4944, -1.2056, -0.2571)  0.4914
C (1.7462, -0.2357, -1.3159)  -0.0290
O (-0.8216, -2.4230, -0.5337)  -1.0024
H (-3.4671, -2.0353, 0.5592)  0.4926
H (1.2107, -2.1795, -2.2167)  0.2205
H (-0.5435, -3.2369, -0.9596)  0.4763
H (-1.3778, 1.2174, 2.3575)  0.1781
H (1.1040, 4.0585, 3.8351)  0.4954
H (1.3548, 0.5487, -3.2365)  0.4255
H (1.0043, -1.1821, 0.4712)  0.2642
H (2.7588, -1.6886, -2.6198)  0.2241
H (-2.3904, -0.5692, -0.9750)  0.5210
O (-3.6183, -1.1844, 0.1356)  -0.9538
N (0.8926, 0.4350, -2.3494)  -0.7173
O (1.4380, 3.6888, 3.0210)  -0.9627
O (0.3998, 3.0062, -1.5746)  -0.9799
H (0.1271, 2.8691, -0.6510)  0.5043
H (-1.9802, -3.5743, 2.5247)  0.4855
O (0.3096, -0.9989, 3.1915)  -0.9520
C (1.2987, 0.9206, 0.8984)  0.2111
H (-1.1222, -2.7516, 0.3409)  0.5068
C (-1.0775, 1.5343, 1.3516)  -0.4430
H (-1.7407, 2.3712, 1.1068)  0.2157
H (-0.1227, -0.3746, -0.1598)  0.2647
H (-1.4310, 0.8027, 0.6307)  0.2190
H (-0.6375, -2.8579, 2.5299)  0.5151
H (-2.6758, 0.1538, -2.3617)  0.4808
H (-0.1109, -0.2249, 2.8062)  0.4697

Forces on the atoms, in the same order (eV/Å):
C 0.5 0.3 -0.6
H 0.1 -0.5 0.5
N 0.0 -0.5 0.1
H 0.1 -0.4 0.1
O 0.4 0.0 -0.2
O 0.6 0.2 0.1
C 0.0 0.0 -0.5
H 0.3 0.2 -0.7
H -0.1 0.1 0.2
H -0.1 0.3 -0.2
H 0.0 -0.4 -0.1
C -0.8 -0.5 -0.4
H 0.2 0.1 -0.4
H 0.1 -0.3 -0.4
H -0.3 -0.4 -0.2
H 0.0 0.0 -0.1
O 1.1 0.4 -1.1
H 0.4 0.9 -0.2
H -0.3 0.1 0.2
H -0.1 -0.1 0.1
C -1.1 -1.1 0.1
O -0.3 -0.5 0.0
H -0.1 0.0 -0.1
H -0.3 0.0 0.6
H 0.1 -0.2 -0.2
H 0.2 -0.1 0.1
H 0.1 0.3 0.3
H 0.0 -0.1 -0.5
H 1.1 -0.3 0.6
H 0.3 0.3 0.3
H -0.3 0.1 -0.6
O 0.1 0.1 0.2
N -0.4 0.6 1.3
O 0.1 -0.2 -0.3
O 0.0 -0.2 0.3
H 0.2 0.1 0.3
H -1.3 -0.5 1.1
O 0.3 0.2 -0.1
C 0.1 0.4 0.5
H 0.1 0.2 0.0
C -1.0 0.4 -0.2
H 0.3 0.3 0.2
H -0.3 1.0 -0.7
H 0.4 -0.3 0.1
H 0.1 0.3 0.1
H -0.2 0.0 0.2
H -0.5 0.0 0.0

## Properties
Relative energy (zero: lowest compared OMol25 entry of this formula, charge and spin) = 2.558 eV
Total charge = +1
F_max = 1.8 eV/Å
LUMO level = -2.3 eV
Highest occupied orbital energy = -10.9 eV

=====

No. 3
Entry from the Open Molecules 2025 dataset: a cluster of 3 separate species, C23H49ClN3O4PS2 in total at a distorted geometry (wB97M-V/def2-TZVPD).

Each line ends with the Löwdin spin population.
Positions of all 83 atoms, in Å:
H (-1.8131, -4.2777, 5.8805)  0.0009
C (-2.0579, -2.5827, -0.4355)  0.0012
H (-3.1298, 0.7616, 6.7732)  -0.0004
H (-2.3788, 0.5981, -0.4486)  0.0010
O (-0.6394, -1.0989, -3.5104)  0.6130
H (1.5924, -0.3544, -1.9198)  0.0027
H (2.1947, 6.4402, -4.0837)  0.0000
C (-3.2683, -2.9994, 4.8589)  0.0213
C (-1.0767, -2.4467, -1.6384)  0.0214
H (-3.0844, -4.2080, 2.9933)  -0.0007
H (-0.1133, -2.4997, 6.3212)  0.0009
C (2.0799, 4.0093, -5.1819)  0.0000
H (4.5605, 3.8240, -1.2843)  0.0000
C (-2.6596, 0.8217, 4.2343)  -0.0010
H (5.5544, 3.2170, -2.7664)  0.0000
S (2.0158, 5.8727, -5.3621)  0.0000
H (-5.0860, -2.4315, 5.9816)  0.0012
H (-4.5704, 0.0454, 6.0487)  0.0009
C (-4.2495, -3.1354, 6.0618)  0.0013
H (-0.8928, -3.6553, -3.5040)  -0.0007
H (-1.5334, -4.5459, -2.1404)  -0.0003
H (-2.5143, -3.5795, -0.3854)  -0.0004
C (-1.5449, -3.5638, -2.6284)  -0.0010
C (0.3702, -2.7875, -1.1867)  0.0126
H (-1.4722, 1.6663, -2.5966)  0.0001
H (0.1820, 1.3202, -3.1437)  -0.0008
N (-1.1920, -1.0657, -2.2175)  0.3095
H (0.5643, -1.6457, 0.6447)  0.0003
H (0.6077, 4.4245, -3.8132)  0.0000
H (-3.6638, 1.1136, 3.9007)  0.0001
P (3.4365, 1.5573, -4.6764)  0.0000
H (-2.8944, -1.8788, -0.5157)  0.0013
H (8.0533, 3.7746, -5.1995)  0.0000
H (-2.2685, 1.6391, 4.8521)  -0.0003
H (1.3478, 0.4304, -0.3716)  0.0008
C (-3.7364, -4.1165, 3.8689)  -0.0009
N (0.9568, 3.5392, -4.2582)  0.0000
O (7.2225, 4.0246, -4.6593)  0.0000
C (-3.5221, -0.1481, 6.3031)  0.0008
H (-2.0096, 0.7674, 3.3536)  -0.0007
C (-2.7019, -0.5193, 5.0381)  0.0220
H (-1.5680, -2.4335, 0.5289)  -0.0003
C (-1.2557, -0.8909, 5.4584)  0.0126
H (6.1382, 2.2995, -5.3003)  0.0000
H (2.0842, 1.1469, -4.3134)  0.0000
C (4.6936, 4.2054, -5.3481)  0.0000
O (3.4170, 3.7837, -3.0875)  0.0000
C (-1.1657, -2.2475, 6.1535)  0.0008
H (4.2873, 4.4097, -6.4519)  0.0000
H (-0.5991, -0.9071, 4.5775)  0.0027
S (4.6432, 0.5758, -3.5059)  0.0000
H (-1.1888, -3.5158, 4.4301)  0.0025
O (-2.8310, -1.6516, 2.9869)  0.6167
H (-3.7250, -5.0986, 4.3569)  -0.0003
C (0.9359, -0.3382, -1.0389)  0.0128
H (-0.9382, 1.3143, 0.2759)  -0.0004
H (0.1972, 3.2285, -4.9343)  0.0000
C (-0.5103, 0.0334, -1.4592)  0.0222
H (-0.8437, -0.1223, 6.1257)  0.0008
H (-0.0769, 2.1918, -1.6452)  -0.0003
C (3.5153, 3.4561, -4.5173)  0.0000
H (5.0611, 5.1196, -2.5708)  0.0000
H (-1.3033, -0.3564, 0.5844)  -0.0002
H (1.0028, -2.9631, -2.0672)  0.0025
C (-1.3305, 0.4046, -0.1942)  0.0007
H (6.4869, 3.6010, -6.6179)  0.0000
H (2.0783, -1.9470, -0.1761)  0.0009
C (4.7252, 3.9823, -2.4538)  0.0000
H (-3.4949, -0.9091, 7.0817)  0.0000
N (-3.3836, -1.6184, 4.2798)  0.3071
H (-2.5683, -3.3791, -2.9769)  0.0001
H (0.3785, -3.7250, -0.6168)  0.0009
H (4.9173, 5.2941, -4.9117)  0.0000
Cl (1.7981, 3.0900, -6.8099)  0.0000
H (-4.7059, -4.1322, 6.1119)  -0.0004
C (1.0259, -1.6948, -0.3437)  0.0008
H (3.7531, 1.1211, -6.0420)  0.0000
C (-1.8214, -3.3402, 5.3106)  0.0125
C (6.1203, 3.4487, -5.4920)  0.0000
C (-0.4681, 1.3744, -2.2630)  -0.0011
H (-4.7599, -3.9318, 3.5204)  0.0002
H (-3.7595, -2.9862, 7.0262)  -0.0001
H (-1.6273, -2.1984, 7.1420)  0.0003

Forces on the atoms, in the same order (eV/Å):
H -0.3 0.1 -0.2
C -0.1 0.2 0.2
H 0.1 -0.1 -0.3
H 0.2 -0.1 0.0
O -1.9 0.2 3.2
H -0.2 0.0 0.0
H 0.0 -1.5 -1.0
C -0.9 -1.6 0.8
C -1.0 -1.6 0.8
H -0.1 0.3 0.1
H -0.1 0.0 0.0
C 0.0 -1.3 2.6
H 0.1 0.3 -2.6
C 0.0 -0.6 -0.5
H -1.7 1.6 0.3
S 0.1 0.3 -0.3
H 0.2 -0.1 0.0
H 0.2 -0.1 0.0
C -0.2 0.1 0.2
H -0.1 0.3 0.1
H 0.0 0.4 0.2
H 0.3 0.1 -0.2
C 0.3 0.6 -0.5
C 0.2 0.4 -0.2
H 0.1 -0.2 0.1
H -0.3 -0.2 0.2
N 3.5 -0.6 -3.6
H -0.1 0.0 0.0
H 0.3 -1.4 -0.4
H 0.2 -0.2 0.1
P 0.3 -1.1 0.3
H 0.2 -0.1 0.0
H -2.0 0.7 1.5
H -0.1 -0.4 0.1
H -0.3 0.0 -0.2
C 0.3 0.6 -0.5
N -0.2 1.3 -2.2
O 0.2 -1.0 -2.1
C -0.1 -0.2 0.2
H -0.2 -0.2 0.1
C -0.1 1.8 1.0
H -0.1 0.1 -0.1
C 0.0 -0.3 -0.2
H -0.6 2.0 -0.2
H 0.8 0.8 -0.9
C 0.7 0.6 -0.4
O 1.5 -0.4 -1.8
C -0.1 0.0 -0.1
H 0.8 -0.6 2.5
H -0.3 0.0 0.0
S 0.3 0.1 0.3
H -0.2 0.1 0.0
O -1.9 0.2 3.2
H 0.0 0.4 0.2
C 0.0 -0.3 -0.2
H 0.1 -0.1 -0.3
H 1.0 0.5 1.4
C -0.2 1.8 1.1
H -0.3 0.0 -0.2
H 0.0 -0.4 0.1
C -0.9 1.8 -0.9
H -0.5 -2.5 0.0
H -0.1 0.0 -0.1
H -0.2 0.1 0.0
C -0.1 -0.3 0.2
H -1.0 -0.3 2.2
H -0.1 0.0 0.0
C 0.8 0.7 1.8
H -0.1 0.0 -0.1
N 3.5 -0.6 -3.6
H 0.2 0.1 0.1
H -0.3 0.1 -0.2
H -0.6 -2.5 -0.8
Cl 0.4 1.6 1.3
H 0.3 0.2 -0.2
C -0.1 0.0 -0.1
H -0.7 0.9 1.0
C 0.2 0.3 -0.1
C 1.1 -0.3 -1.5
C 0.0 -0.7 -0.5
H 0.2 0.1 0.1
H 0.0 0.1 -0.1
H -0.1 0.0 0.0

## Properties
Total charge = 0
Expectation value of S² = 2.0096
F_max = 5.1 eV/Å
Spin multiplicity = 3
LUMO level (spin up / spin down) = 0.1 / -0.4 eV
Highest occupied orbital energy (spin up / spin down) = -8.3 / -8.3 eV